1.
86
Properties=species:S:1:pos:R:3 method="wB97M-V/def2-TZVPD" charge=-1 gap_ev="5.297 / 5.340" lumo_energy_ev="2.33 / 2.33" homo_ha="-0.109 / -0.111" spin_multiplicity=1 largest_force_ev_per_a=1.578 total_energy_ha=-3855.78243
Ti -0.5191 1.3528 -0.0685
C -3.1979 1.5962 -5.4054
C -2.4500 0.3464 -4.9560
N -1.1351 0.6096 -4.4011
C -0.9924 1.2215 -3.1557
S -2.2394 1.1013 -1.9667
N 0.1378 1.8394 -2.9619
N 0.2405 2.3211 -1.6733
C 1.0293 3.4025 -1.4946
C 1.8716 3.9571 -2.5931
C 0.8849 3.9347 -0.2204
C 1.6139 5.0335 0.3237
C 1.3003 5.5143 1.5521
C 0.2483 4.8972 2.2886
C -0.3703 3.8071 1.7659
N -0.0688 3.2825 0.5428
H -4.1955 1.3452 -5.7737
H -2.6585 2.1045 -6.2089
H -3.3063 2.2899 -4.5712
H -2.3191 -0.3394 -5.7976
H -3.0290 -0.1815 -4.1980
H -0.4645 0.9885 -5.0564
H 1.3139 3.9763 -3.5297
H 2.7658 3.3493 -2.7744
H 2.1987 4.9704 -2.3624
H 2.4269 5.4618 -0.2473
H 1.8557 6.3401 1.9778
H -0.0386 5.2555 3.2676
H -1.1406 3.2763 2.3099
C -0.5026 -2.3812 -2.1672
N 0.8819 -1.9224 -2.2221
C 1.6799 -2.4766 -3.2946
C 1.1950 -0.7901 -1.5896
O 0.3222 -0.1791 -0.9715
C 2.5787 -0.1624 -1.6791
O 2.8371 0.6257 -0.5518
C 3.6527 0.0836 0.4467
C 3.0446 -1.1623 1.0855
O 2.2636 -1.8469 0.4381
N 3.4327 -1.4768 2.3417
C 2.7572 -2.5463 3.0506
C 4.4576 -0.7532 3.0739
H -0.5008 -3.4711 -2.2169
H -1.0712 -1.9690 -3.0046
H -0.9606 -2.0512 -1.2386
H 1.6864 -3.5649 -3.2212
H 2.7060 -2.1272 -3.2472
H 1.2572 -2.1908 -4.2625
H 2.5345 0.5220 -2.5342
H 3.3577 -0.9085 -1.8426
H 3.7939 0.8841 1.1716
H 4.6434 -0.1839 0.0477
H 1.9253 -2.8990 2.4494
H 2.3808 -2.1705 4.0047
H 3.4405 -3.3780 3.2452
H 4.0474 0.0671 3.6625
H 5.2205 -0.3588 2.4058
H 4.9505 -1.4514 3.7512
N 0.6516 0.9166 1.7174
C 1.1415 1.1485 2.7400
C 1.7516 1.3661 3.9741
C 1.1592 0.8548 5.1523
N 0.6826 0.4318 6.1163
C 2.9018 2.1850 4.0371
N 3.8612 2.8292 4.0508
C -4.3296 -3.6656 -0.5070
C -3.7078 -3.6501 0.8584
C -3.1701 -4.7921 1.4297
C -2.5717 -4.7376 2.6782
Cl -1.8948 -6.1963 3.3671
C -2.4877 -3.5496 3.3738
C -3.0246 -2.3967 2.8161
C -3.6408 -2.4505 1.5747
O -4.2367 -1.3894 0.9625
C -3.9632 -0.0866 1.4283
C -2.5419 0.3505 1.1282
O -1.6701 -0.4843 0.8394
O -2.2861 1.5971 1.1260
H -4.1796 -4.6336 -0.9854
H -3.8958 -2.8856 -1.1352
H -5.4020 -3.4652 -0.4587
H -3.2038 -5.7317 0.8924
H -1.9951 -3.5132 4.3357
H -2.9175 -1.4616 3.3466
H -4.1651 0.0160 2.4992
H -4.6405 0.5791 0.8988

2.
79
Properties=species:S:1:pos:R:3 method="wB97M-V/def2-TZVPD" charge=+2 gap_ev=7.711 lumo_energy_ev=-5.65 homo_ha=-0.491 spin_multiplicity=1 largest_force_ev_per_a=1.957 total_energy_ha=-2224.11813
Hf -0.7434 -0.1231 0.4099
C 0.7634 4.1819 1.7240
O -0.1214 4.4193 0.6257
C -1.4184 4.0255 0.7698
C -2.4184 4.9768 0.6549
C -3.7645 4.6254 0.7069
C -4.1162 3.3045 0.8692
C -3.1277 2.3098 0.9575
C -3.5659 0.9442 1.1474
N -2.7762 -0.0734 1.0639
N -3.2981 -1.3386 1.3797
C -2.3338 -2.1942 1.5639
O -1.0521 -1.8599 1.4409
C -2.6588 -3.6010 1.8524
C -1.6281 -4.4822 2.1772
C -1.9132 -5.8090 2.4563
C -3.2257 -6.2571 2.4066
C -4.2546 -5.3809 2.0816
C -3.9778 -4.0537 1.8079
C -1.7611 2.6780 0.9192
O -0.7887 1.7535 1.0079
H 1.4867 4.9935 1.7229
H 0.2185 4.1919 2.6697
H 1.2804 3.2288 1.6037
H -2.1171 6.0082 0.5238
H -4.5243 5.3895 0.6275
H -5.1582 3.0165 0.9260
H -4.6063 0.7545 1.4061
H -0.6097 -4.1230 2.2182
H -1.1155 -6.4911 2.7168
H -3.4503 -7.2924 2.6253
H -5.2760 -5.7344 2.0475
H -4.7743 -3.3636 1.5671
N -1.4241 1.1048 -1.5922
C -1.7484 0.2780 -2.7744
C -2.5442 -0.9129 -2.2980
N -1.7324 -1.6269 -1.2826
H -2.2332 1.6765 -1.3480
H -0.6902 1.7718 -1.8225
H -0.8071 -0.0493 -3.2224
H -2.2934 0.8421 -3.5316
H -2.8259 -1.5619 -3.1273
H -3.4638 -0.5852 -1.8091
H -1.0307 -2.1898 -1.7579
H -2.3260 -2.2987 -0.7993
N 1.0103 -0.4812 -0.8211
S 2.3688 0.4232 -0.7818
C 2.4448 1.2521 -2.3403
C 2.6759 0.5551 -3.5233
C 2.6354 1.2511 -4.7178
C 2.3726 2.6202 -4.7205
C 2.1498 3.3021 -3.5348
C 2.1841 2.6157 -2.3254
C 3.7288 -0.7224 -0.8725
C 4.9843 -0.2141 -1.1883
C 6.0654 -1.0784 -1.1992
C 5.8883 -2.4234 -0.8939
C 4.6316 -2.9097 -0.5703
C 3.5349 -2.0558 -0.5510
H 1.0296 -1.0850 -1.6398
H 2.9144 -0.5022 -3.5108
H 2.8232 0.7336 -5.6487
H 2.3539 3.1575 -5.6592
H 1.9593 4.3664 -3.5438
H 2.0118 3.1354 -1.3901
H 5.1206 0.8325 -1.4310
H 7.0480 -0.7021 -1.4483
H 6.7374 -3.0928 -0.9078
H 4.4996 -3.9558 -0.3303
H 2.5533 -2.4287 -0.2911
C 2.3111 0.3843 3.9270
C 0.9591 0.5126 3.2760
O 0.9574 -0.1639 1.9711
H 2.3492 1.0187 4.8125
H 3.1005 0.7048 3.2467
H 2.5121 -0.6389 4.2470
H 0.6957 1.5407 3.0506
H 0.1624 0.0716 3.8768
H 1.1725 -1.0960 2.1216